[1]
120
Properties=species:S:1:pos:R:3:mulliken_spin:R:1 method="wB97M-V/def2-TZVPD" relative_energy_kj_mol=995.3 total_energy_ha=-3057.17347 e_lumo_ev="1.5 / 1.5" multiplicity=2 charge=-1 orbital_gap_ha="0.06847 / 0.35976"
H -0.78 -3.88 0.89 0.088
H -2.42 -3.86 0.99 0.076
O -1.54 -3.39 1.25 -0.330
H 1.26 -3.37 1.87 -0.108
H 2.03 -3.08 0.43 -0.020
O 1.55 -2.70 1.29 0.378
H -0.82 5.04 -0.73 0.004
H -1.12 3.68 -1.55 0.003
O -1.08 4.13 -0.66 0.010
H 4.72 4.09 -2.43 0.001
H 4.55 2.85 -3.25 0.003
O 4.35 3.19 -2.43 -0.004
H -1.30 -4.08 4.74 0.051
H 0.01 -4.82 4.38 0.031
O -0.87 -4.67 4.17 -0.049
H -3.40 -1.77 5.71 0.144
O -2.70 -1.22 5.39 -0.529
H -1.09 -5.21 -1.55 0.044
O -1.28 -4.15 -1.31 -0.184
H 1.57 4.24 -1.41 -0.007
H 1.58 3.43 -2.64 0.037
O 1.08 3.51 -1.98 -0.007
H 1.93 -5.90 -1.11 0.017
H 2.22 -5.02 0.20 0.044
O 1.55 -5.50 -0.30 -0.123
H 0.67 3.31 -0.30 0.025
H 0.88 4.05 1.20 0.013
O 1.11 3.40 0.54 0.046
H -0.56 1.38 -1.76 0.042
H -2.12 0.98 -1.71 0.004
O -1.42 1.61 -2.17 0.097
H -2.47 2.11 -4.54 -0.006
O -1.88 2.08 -5.41 -0.002
H -1.98 -0.05 2.42 0.000
H -1.05 0.63 3.24 0.051
O -1.78 0.74 2.74 -0.261
H -5.31 -0.77 1.09 0.027
H -4.49 -1.02 2.45 0.041
O -5.34 -1.06 2.07 -0.085
H -1.83 -1.72 -0.18 -0.078
H -1.45 -0.51 0.26 -0.043
O -1.58 -0.94 -0.59 0.470
H 2.11 -0.25 -4.78 -0.001
H 1.42 0.11 -6.16 0.001
O 1.69 0.47 -5.19 -0.028
H 2.49 1.42 -0.25 0.024
H 2.15 -0.11 0.08 -0.012
O 2.80 0.43 -0.33 0.222
H 4.72 -4.20 0.89 -0.007
H 4.36 -3.67 -0.42 0.013
O 4.66 -4.50 0.00 -0.007
H -5.37 2.25 2.04 -0.008
O -4.61 2.25 1.50 0.017
H 0.34 -3.37 -3.08 0.064
H 0.78 -3.51 -4.33 0.015
O 0.76 -4.16 -3.58 -0.068
H -1.07 -2.56 3.10 0.045
O -0.93 -1.57 3.18 0.153
H 0.34 6.18 0.28 0.009
H 1.10 5.93 1.77 -0.003
O 1.14 5.92 0.78 0.002
H 0.03 1.25 1.90 -0.083
H -0.09 1.95 0.61 0.002
O -0.05 1.01 0.96 0.499
H 4.81 -0.36 -2.67 0.008
H 6.06 0.33 -2.62 0.001
O 5.43 -0.14 -3.33 -0.005
H 0.75 1.89 3.63 0.032
H 1.97 2.63 4.41 -0.008
O 1.51 2.59 3.58 -0.026
H -5.77 -1.37 -2.06 0.002
H -4.67 -1.47 -3.35 0.011
O -5.03 -1.04 -2.64 -0.017
H -4.98 1.47 -4.04 0.005
H -4.09 0.88 -2.98 0.000
O -4.07 1.41 -3.76 -0.011
H 3.14 -1.91 2.43 0.003
H 3.50 -0.79 1.49 0.029
O 3.87 -1.53 1.94 -0.004
H -2.37 6.58 -1.06 0.002
H -0.95 5.94 -1.86 0.000
O -1.31 6.58 -1.11 -0.018
H -2.21 -3.05 -4.11 0.021
H -2.66 -1.68 -4.52 0.000
O -2.83 -2.62 -4.71 -0.019
H -1.66 0.39 5.90 0.053
H -0.87 0.07 6.87 0.001
O -0.77 0.50 6.03 0.018
H 0.72 -0.24 -1.77 0.048
O 0.66 -0.04 -2.71 0.047
H 2.45 -6.10 2.20 0.045
H 0.76 -5.61 1.94 0.051
O 1.61 -5.50 2.38 -0.210
H -4.11 2.48 2.33 0.003
H -2.13 -1.71 4.79 0.102
H -0.10 -1.30 2.69 0.000
H -0.97 -3.65 -2.04 0.051
H -1.11 2.35 -5.15 0.003
H 1.18 0.47 -3.17 0.000
O 4.17 3.66 0.04 -0.014
H 4.32 4.41 0.48 0.006
H 3.28 3.31 0.29 0.013
O 2.23 -2.61 -1.77 0.101
H 1.97 -3.37 -2.26 -0.005
H 1.44 -2.14 -1.43 0.037
O 2.29 -0.30 5.83 0.020
H 1.47 -0.45 6.49 0.004
H 2.38 0.44 6.22 -0.011
O 5.70 0.68 -0.20 -0.006
H 5.48 1.31 -0.96 0.008
H 4.79 0.21 -0.27 -0.012
O -0.62 -1.62 -4.27 -0.086
H -0.55 -0.90 -5.02 0.016
H -0.22 -1.05 -3.47 0.040
O -3.91 3.89 -1.41 -0.025
H -3.19 3.34 -1.88 -0.008
H -3.53 3.92 -0.54 0.004
O -3.86 1.67 4.36 -0.074
H -3.52 1.23 3.57 -0.019
H -4.05 0.87 4.94 0.033

[2]
125
Properties=species:S:1:pos:R:3:mulliken_spin:R:1 method="wB97M-V/def2-TZVPD" relative_energy_kj_mol=0.0 total_energy_ha=-6226.26063 e_lumo_ev="-3.1 / -1.9" multiplicity=4 charge=+1 orbital_gap_ha="0.28620 / 0.32874"
Cr -0.72 0.63 -0.59 3.217
C -3.93 -1.25 1.76 -0.003
C -3.08 -2.12 2.65 -0.001
C -3.73 -2.50 3.95 0.000
O -1.84 -1.38 3.03 0.000
P -0.56 -1.28 2.16 0.026
O -0.74 -0.89 0.74 -0.073
C 0.42 -0.05 3.03 0.005
P 0.03 1.60 2.45 0.033
O 0.12 1.61 0.96 -0.110
O -1.41 1.93 2.92 0.015
C -2.01 1.70 4.26 0.001
C -3.35 2.39 4.23 0.000
C -1.14 2.17 5.40 0.000
O 1.08 2.50 3.13 -0.002
C 1.37 3.93 2.82 0.001
C 0.11 4.74 2.67 -0.002
C 2.28 3.99 1.61 0.002
O 0.19 -2.65 2.21 0.002
C 0.44 -3.40 3.45 0.000
C 1.94 -3.53 3.60 0.000
C -0.28 -4.72 3.34 0.000
H -4.86 -1.78 1.54 0.000
H -3.44 -1.00 0.82 0.002
H -4.18 -0.31 2.26 -0.001
H -2.75 -3.02 2.12 -0.001
H -4.02 -1.60 4.50 0.000
H -3.07 -3.10 4.57 0.000
H -4.64 -3.07 3.75 0.000
H 1.47 -0.23 2.78 -0.001
H 0.29 -0.15 4.11 0.001
H -2.16 0.62 4.32 0.000
H -3.21 3.47 4.10 0.000
H -3.86 2.22 5.17 0.000
H -3.97 2.02 3.41 0.000
H -1.15 3.26 5.50 0.000
H -0.10 1.85 5.32 0.000
H -1.54 1.75 6.33 0.000
H 1.92 4.23 3.71 0.000
H -0.49 4.40 1.82 0.001
H 0.38 5.78 2.49 0.000
H -0.51 4.70 3.57 0.000
H 1.79 3.55 0.73 0.001
H 3.22 3.47 1.79 0.000
H 2.50 5.03 1.39 0.000
H 0.03 -2.82 4.28 0.000
H 2.35 -4.04 2.73 0.000
H 2.18 -4.10 4.49 0.000
H 2.42 -2.55 3.68 0.000
H 0.06 -5.25 2.44 0.000
H -1.36 -4.59 3.28 0.000
H -0.05 -5.34 4.21 0.000
C 5.18 -0.59 0.79 0.000
C 4.73 0.86 0.61 0.000
C 3.28 0.97 0.09 0.016
C 2.93 -0.28 -0.74 -0.061
C 2.89 -1.50 0.20 0.016
C 4.00 -1.44 1.27 0.001
P 1.37 -0.12 -1.69 0.083
C 1.67 1.04 -3.07 -0.041
C 2.85 0.68 -4.00 -0.002
C 3.24 1.89 -4.88 -0.001
C 2.03 2.77 -5.17 0.000
C 1.49 3.41 -3.88 -0.003
C 1.76 2.51 -2.66 -0.010
C 1.03 -1.73 -2.54 -0.054
C 0.08 -2.65 -1.77 0.036
C -0.34 -3.84 -2.64 0.001
C 0.87 -4.55 -3.30 0.000
C 2.20 -4.00 -2.77 0.000
C 2.29 -2.50 -3.04 -0.004
H 6.01 -0.65 1.50 0.000
H 5.55 -1.00 -0.15 -0.001
H 5.42 1.38 -0.07 0.000
H 4.81 1.38 1.57 0.000
H 3.16 1.88 -0.48 0.004
H 2.59 1.04 0.93 -0.004
H 3.72 -0.41 -1.48 0.001
H 3.00 -2.42 -0.38 -0.001
H 1.91 -1.56 0.68 -0.004
H 4.33 -2.45 1.52 0.000
H 3.62 -1.00 2.21 0.000
H 0.74 0.94 -3.64 0.003
H 2.57 -0.16 -4.64 -0.001
H 3.72 0.36 -3.42 0.000
H 3.70 1.54 -5.80 0.000
H 4.00 2.49 -4.36 0.000
H 1.25 2.16 -5.64 0.000
H 2.29 3.55 -5.89 0.000
H 0.42 3.58 -3.96 0.000
H 1.97 4.38 -3.71 0.000
H 1.05 2.75 -1.86 0.019
H 2.76 2.71 -2.26 0.002
H 0.47 -1.39 -3.42 -0.003
H -0.82 -2.11 -1.47 -0.012
H 0.54 -2.99 -0.84 0.005
H -1.03 -3.49 -3.41 0.000
H -0.90 -4.55 -2.02 0.000
H 0.84 -4.40 -4.38 0.000
H 0.82 -5.63 -3.14 0.000
H 3.03 -4.50 -3.26 0.000
H 2.29 -4.21 -1.70 0.000
H 2.39 -2.35 -4.11 -0.001
H 3.21 -2.10 -2.60 0.001
Cl -7.37 -1.54 -3.98 0.000
C -5.82 -0.79 -3.78 0.001
C -4.88 -1.40 -2.98 -0.001
C -3.64 -0.79 -2.81 0.005
C -3.36 0.41 -3.45 0.010
C -4.32 1.01 -4.26 0.003
C -5.56 0.41 -4.43 0.000
C -2.06 1.11 -3.27 -0.041
O -1.72 2.09 -3.88 0.007
O -1.27 0.57 -2.31 -0.045
H -5.11 -2.33 -2.49 0.000
H -2.90 -1.25 -2.17 0.000
H -4.09 1.95 -4.75 0.000
H -6.32 0.87 -5.04 0.000
Cl -4.10 3.90 -1.84 0.001
C -3.18 3.29 -0.49 -0.006
Cl -1.43 3.56 -0.79 0.002
Cl -3.61 4.19 0.99 0.001
C -3.51 1.77 -0.23 0.002
O -4.68 1.47 -0.24 0.005
O -2.52 0.99 0.06 -0.042

[3]
18
Properties=species:S:1:pos:R:3:mulliken_charge:R:1 method="wB97M-V/def2-TZVPD" relative_energy_kj_mol=215.1 total_energy_ha=-306.30153 e_lumo_ev=-5.1 multiplicity=1 charge=+1 orbital_gap_ha=0.31231
C 2.37 1.07 -0.45 -0.153
N 1.23 0.48 -0.45 0.024
C 0.93 -0.85 -0.73 -0.113
C -0.15 -1.49 -0.25 -0.598
C -1.54 -0.92 -0.16 -0.404
C -1.78 0.55 0.29 -0.674
N -0.77 0.85 1.33 -0.648
H 3.28 0.50 -0.56 0.289
H 2.26 2.16 -0.46 0.289
H 0.47 0.83 0.24 0.379
H 1.70 -1.42 -1.26 0.386
H -0.11 -2.55 -0.01 0.392
H -2.08 -1.17 -1.08 0.337
H -2.04 -1.44 0.66 0.348
H -2.79 0.65 0.69 0.373
H -1.45 1.21 -0.52 0.325
H -0.73 0.19 2.10 0.216
H -0.88 1.76 1.77 0.230

[4]
116
Properties=species:S:1:pos:R:3:mulliken_charge:R:1 method="wB97M-V/def2-TZVPD" total_energy_ha=-3717.29828 e_lumo_ev="-4.1 / -4.5" multiplicity=1 charge=+1 orbital_gap_ha="0.20214 / 0.19005"
Pd -0.19 0.22 -0.24 -1.346
C -3.97 -0.55 -1.73 -0.907
C -4.02 -0.02 -0.29 -1.291
P -2.49 -0.40 0.72 2.092
C -2.22 -2.15 0.22 0.486
C -1.01 -2.41 -0.42 1.435
C -0.73 -3.68 -0.90 -0.678
C -1.65 -4.69 -0.73 -1.219
C -2.85 -4.45 -0.07 -1.063
C -3.14 -3.18 0.39 -0.031
C -3.27 -0.65 2.35 0.849
C -2.89 -1.72 3.17 -0.728
C -3.48 -1.91 4.41 -0.743
C -4.45 -1.02 4.86 -0.709
C -4.81 0.06 4.07 -0.680
C -4.22 0.25 2.83 -0.647
C -3.23 0.33 -2.73 -1.338
P -1.39 0.53 -2.56 0.573
C -0.62 -1.04 -3.15 0.834
C -1.26 -2.15 -3.68 0.008
C -0.52 -3.17 -4.26 -0.940
C 0.86 -3.08 -4.33 -0.712
C 1.51 -1.97 -3.80 -0.707
C 0.78 -0.96 -3.20 -0.989
C -1.08 1.30 -4.23 1.321
C -1.45 0.59 -5.37 -0.728
C -1.12 1.06 -6.63 -1.030
C -0.42 2.24 -6.78 -0.605
C -0.05 2.95 -5.65 -0.790
C -0.37 2.48 -4.38 -0.077
H -5.00 -0.63 -2.08 0.638
H -3.56 -1.56 -1.73 0.076
H -4.85 -0.48 0.24 0.787
H -4.18 1.06 -0.29 0.534
H -0.31 -1.55 -0.53 -1.062
H 0.21 -3.88 -1.41 0.529
H -1.44 -5.69 -1.09 0.493
H -3.56 -5.25 0.09 0.399
H -4.08 -2.98 0.89 0.579
H -2.14 -2.42 2.83 0.438
H -3.18 -2.75 5.02 0.465
H -4.93 -1.18 5.82 0.402
H -5.56 0.76 4.42 0.449
H -4.51 1.11 2.23 0.369
H -3.44 -0.04 -3.74 0.718
H -3.62 1.35 -2.69 0.645
H -2.34 -2.22 -3.66 0.323
H -1.03 -4.03 -4.67 0.469
H 1.44 -3.86 -4.80 0.431
H 2.59 -1.89 -3.87 0.468
H 1.27 -0.07 -2.83 0.165
H -1.98 -0.34 -5.29 0.302
H -1.39 0.48 -7.50 0.429
H -0.15 2.61 -7.76 0.396
H 0.51 3.88 -5.75 0.440
H -0.05 3.05 -3.52 0.355
C 0.45 2.90 1.50 0.610
C 0.36 4.43 1.78 -1.015
N -0.62 5.03 0.88 -0.207
C -1.90 4.37 1.05 -0.996
C -1.79 2.87 0.67 -0.806
N -0.39 2.54 0.35 2.843
C 0.00 3.35 -0.82 -0.348
C -0.16 4.86 -0.50 -1.135
H 0.11 2.33 2.35 -0.143
H 1.48 2.62 1.27 -1.659
H 1.32 4.92 1.63 0.348
H 0.04 4.61 2.81 0.404
H -2.65 4.87 0.43 0.350
H -2.20 4.49 2.10 0.363
H -2.40 2.64 -0.20 0.122
H -2.11 2.23 1.50 0.241
H -0.66 3.07 -1.64 -0.308
H 1.03 3.10 -1.09 0.600
H -0.89 5.33 -1.16 0.445
H 0.79 5.40 -0.60 0.260
C 1.17 -3.45 1.99 -0.462
Si 2.54 -2.55 1.04 0.816
C 4.20 -2.88 1.91 -1.289
C 2.77 -3.31 -0.69 -0.755
Si 1.91 -0.20 0.78 -0.122
Si 1.82 0.22 3.50 0.441
C 2.83 -1.00 4.54 -1.199
C 2.29 1.99 3.99 -1.140
C -0.04 -0.15 3.58 -0.533
Si 3.98 1.02 0.45 0.861
C 5.21 0.68 1.85 -0.904
C 4.59 0.22 -1.16 -1.108
C 3.90 2.90 0.24 -1.037
H 1.25 -4.53 1.84 0.524
H 0.19 -3.14 1.65 -0.377
H 1.23 -3.26 3.06 0.335
H 4.37 -3.95 1.99 0.421
H 4.25 -2.47 2.91 0.335
H 5.03 -2.47 1.33 0.352
H 2.37 -4.33 -0.74 0.513
H 3.83 -3.38 -0.94 0.555
H 2.29 -2.73 -1.46 -0.383
H 3.90 -0.84 4.41 0.350
H 2.61 -2.03 4.28 0.251
H 2.60 -0.87 5.60 0.484
H 2.94 2.47 3.26 0.152
H 2.82 1.99 4.95 0.522
H 1.41 2.63 4.11 0.452
H -0.21 -1.20 3.83 0.381
H -0.53 0.03 2.63 -0.808
H -0.55 0.45 4.34 0.689
H 5.33 -0.39 2.03 0.211
H 4.91 1.14 2.79 0.209
H 6.19 1.08 1.58 0.474
H 4.60 -0.86 -1.07 0.206
H 5.59 0.54 -1.43 0.507
H 3.93 0.48 -1.99 0.241
H 3.64 3.41 1.16 0.271
H 3.18 3.20 -0.53 0.233
H 4.88 3.28 -0.08 0.482

[5]
18
Properties=species:S:1:pos:R:3:mulliken_charge:R:1 method="wB97M-V/def2-TZVPD" relative_energy_kj_mol=453.6 total_energy_ha=-418.28820 smiles="C[C@](O)(CN)C(N)=O" e_lumo_ev=0.8 multiplicity=1 orbital_gap_ha=0.36929
C 0.73 -1.72 -0.90 -1.309
C 0.08 -0.32 -0.43 1.563
O -1.18 -0.10 -1.03 -0.699
C 1.09 0.92 -0.67 -0.702
N -0.19 1.95 -0.86 -0.692
C -0.08 -0.43 0.94 -0.246
N -1.34 -0.29 1.51 -0.382
O 0.98 -0.30 1.66 -0.676
H 0.74 -1.85 -1.97 0.426
H 2.01 -1.53 -0.76 0.243
H 0.35 -2.68 -0.20 0.248
H -1.18 0.95 -1.25 0.495
H 1.72 0.96 -1.73 0.292
H 1.79 1.01 0.14 0.385
H -0.60 2.29 0.11 0.280
H 0.16 2.80 -1.14 0.225
H -2.29 -0.71 1.09 0.285
H -1.25 -0.39 2.49 0.265

[6]
9
Properties=species:S:1:pos:R:3:mulliken_charge:R:1 method="wB97M-V/def2-TZVPD" relative_energy_kj_mol=181.8 total_energy_ha=-3122.15434 e_lumo_ev="-2.4 / -1.4" multiplicity=1 orbital_gap_ha="0.28732 / 0.30881"
C 0.28 -0.72 -0.95 0.303
N -0.62 1.53 0.56 0.820
N 0.20 -1.16 0.33 0.885
O -1.60 1.52 1.20 -0.430
O 0.34 2.12 0.41 -0.373
O 1.23 -1.16 1.00 -0.554
O -0.89 -1.58 0.69 -0.549
F -0.71 -0.77 -1.79 -0.158
Br 1.78 0.22 -1.45 0.056